C30H30CsN2O6P3S as an isolated structure. Source: OMol25; level of theory: ωB97M-V/def2-TZVPD.

Structure (XYZ):
```
73
C30H30CsN2O6P3S (ωB97M-V/def2-TZVPD)
Cs 1.16 -0.67 0.03
C -0.64 2.16 -4.37
C -1.28 0.93 -4.26
C -1.79 0.52 -3.03
C -1.67 1.33 -1.91
C -1.01 2.56 -2.03
C -0.51 2.97 -3.26
P -2.31 0.88 -0.25
C -3.70 2.09 -0.14
C -4.05 2.56 1.13
C -5.11 3.44 1.29
C -5.83 3.87 0.19
C -5.49 3.42 -1.08
C -4.43 2.54 -1.24
C -3.11 -0.73 -0.53
C -4.49 -0.88 -0.64
C -5.02 -2.15 -0.87
C -4.14 -3.22 -1.00
C -2.76 -3.02 -0.89
C -2.16 -1.77 -0.63
H -0.23 2.47 -5.33
H -1.37 0.28 -5.12
H -2.27 -0.45 -2.94
H -0.87 3.18 -1.16
H 0.01 3.92 -3.33
H -3.47 2.24 1.99
H -5.37 3.79 2.28
H -6.66 4.57 0.32
H -6.04 3.77 -1.95
H -4.16 2.20 -2.23
H -5.16 -0.03 -0.55
H -6.09 -2.29 -0.96
H -4.53 -4.22 -1.19
H -2.14 -3.90 -1.00
N 1.41 4.26 3.41
C 1.77 3.02 2.60
C 3.17 2.55 2.97
P 0.54 1.76 3.26
O -0.83 2.10 2.50
O 0.37 2.28 4.67
O 1.04 0.40 2.95
P 1.56 3.54 0.83
O 3.04 4.12 0.44
O 1.32 2.32 0.01
O 0.64 4.71 0.92
H 2.23 4.82 3.62
H 0.94 3.86 4.26
H 0.78 4.79 2.78
H 3.22 2.26 4.02
H 3.91 3.33 2.76
H 3.42 1.68 2.37
H -0.96 1.63 1.65
H 3.50 3.43 -0.06
C 0.43 -4.36 -0.04
C 1.92 -4.61 0.03
C 2.39 -5.85 0.53
C 3.73 -6.05 0.60
C 4.63 -5.05 0.17
C 6.03 -5.24 0.23
C 6.84 -4.23 -0.21
C 6.31 -3.03 -0.72
C 4.94 -2.78 -0.81
S 4.36 -1.29 -1.46
C 4.07 -3.84 -0.33
N 2.72 -3.66 -0.37
H -0.12 -5.29 -0.17
H 0.18 -3.69 -0.86
H 0.07 -3.89 0.88
H 1.69 -6.61 0.84
H 4.14 -6.99 0.98
H 6.43 -6.17 0.61
H 7.92 -4.34 -0.18
H 6.97 -2.25 -1.06
```

Output
Multiplicity: 1
HOMO energy in Eh: -0.0599
Total charge: -2
Kohn-Sham gap in eV: 5.67
Max |F| in eV/Å: 0.17
Energy above the lowest of the compared OMol25 structures with the same formula, charge and spin in kJ/mol: 22.8
E_tot in eV: -86120.34047

***

A 13-piece molecular cluster, C47H128N8O13 overall at a distorted geometry. Source: OMol25; level of theory: ωB97M-V/def2-TZVPD.

Structure (XYZ):
```
196
C47H128N8O13 (ωB97M-V/def2-TZVPD)
C -1.92 -3.71 4.41
C -2.27 -3.59 2.90
C -3.63 -2.92 2.74
O -1.36 -2.89 2.08
H -2.70 -4.24 5.00
H -1.89 -2.67 4.69
H -0.94 -4.17 4.63
H -2.26 -4.61 2.51
H -3.42 -1.88 3.09
H -4.38 -3.43 3.25
H -3.85 -2.97 1.68
H -0.48 -3.23 2.41
C -5.99 2.89 0.96
C -5.07 1.80 0.61
C -5.51 0.44 1.37
O -4.99 1.53 -0.84
H -5.67 3.82 0.56
H -6.16 2.91 2.01
H -7.01 2.62 0.60
H -4.04 1.97 0.86
H -4.69 -0.21 1.62
H -6.37 0.02 0.90
H -5.75 0.84 2.36
H -5.90 1.24 -1.01
C -1.72 0.34 1.05
C -0.29 0.77 0.97
C 0.48 -0.43 0.46
O -0.04 1.88 0.19
H -2.11 0.02 0.04
H -2.44 1.18 1.40
H -1.67 -0.61 1.62
H 0.08 1.04 1.95
H 1.46 -0.09 0.11
H 0.09 -0.75 -0.49
H 0.53 -1.23 1.20
H 0.00 1.68 -0.77
C 0.62 -2.67 -4.34
C 1.38 -3.83 -3.62
C 2.74 -3.32 -3.24
O 0.81 -4.24 -2.39
H 0.19 -1.88 -3.74
H -0.22 -3.16 -4.94
H 1.21 -2.07 -5.03
H 1.42 -4.67 -4.29
H 3.36 -4.05 -2.73
H 2.55 -2.58 -2.49
H 3.35 -2.95 -4.07
H -0.13 -4.49 -2.64
C 4.40 -2.31 -0.09
C 5.66 -2.28 0.78
C 6.45 -3.58 0.84
O 6.61 -1.25 0.33
H 3.91 -1.29 -0.05
H 3.62 -2.99 0.28
H 4.60 -2.50 -1.16
H 5.18 -1.99 1.75
H 7.09 -3.58 1.73
H 7.15 -3.66 -0.06
H 5.83 -4.47 0.83
H 6.30 -0.33 0.47
C -5.12 3.22 5.76
C -3.99 2.52 4.98
C -2.90 3.51 4.78
O -1.96 2.95 3.84
C -1.21 3.87 3.00
N -3.53 1.43 5.74
H -4.76 3.69 6.69
H -5.88 2.42 6.04
H -5.68 3.99 5.15
H -4.36 2.20 3.97
H -2.45 3.85 5.73
H -3.31 4.37 4.27
H -0.83 4.60 3.73
H -1.87 4.42 2.37
H -0.40 3.34 2.43
H -2.78 1.00 5.19
H -4.19 0.69 5.72
C -0.28 10.05 -1.90
C 0.48 8.81 -2.36
C 0.20 7.55 -1.56
O 0.59 7.79 -0.26
C -0.16 7.00 0.64
N 0.29 8.66 -3.79
H -1.37 10.06 -1.95
H 0.07 11.01 -2.45
H 0.03 10.09 -0.85
H 1.57 9.01 -2.19
H 0.79 6.77 -2.05
H -0.90 7.38 -1.62
H 0.10 7.31 1.65
H 0.17 5.93 0.55
H -1.26 7.03 0.42
H 0.75 7.87 -4.25
H -0.72 8.46 -3.89
C 2.25 1.49 -2.64
C 0.92 1.84 -3.30
C 1.05 1.85 -4.79
O 1.10 0.55 -5.31
C 0.91 0.54 -6.71
N -0.18 1.07 -2.69
H 2.18 1.50 -1.50
H 3.12 2.15 -2.88
H 2.48 0.49 -2.97
H 0.77 2.87 -3.17
H 1.94 2.41 -5.09
H 0.19 2.43 -5.27
H 0.19 1.38 -6.95
H 0.60 -0.49 -7.06
H 1.87 0.76 -7.20
H -1.13 1.39 -2.94
H -0.09 0.05 -2.82
C 0.04 -6.80 2.15
C 0.43 -5.99 0.95
C 1.43 -4.85 1.31
O 1.04 -4.16 2.47
C 2.08 -3.43 3.06
N 1.00 -6.82 -0.11
H -0.35 -6.16 2.92
H 0.97 -7.24 2.49
H -0.74 -7.49 1.86
H -0.49 -5.51 0.56
H 1.51 -4.28 0.41
H 2.41 -5.33 1.46
H 1.64 -2.85 3.86
H 2.61 -2.80 2.36
H 2.86 -4.19 3.39
H 1.16 -6.20 -0.93
H 1.95 -7.13 0.12
C -3.65 2.16 -5.66
C -3.64 1.24 -4.45
C -2.78 -0.03 -4.72
O -3.45 -0.76 -5.72
C -2.90 -1.94 -6.11
N -3.06 1.94 -3.29
H -2.68 2.63 -5.78
H -4.30 3.02 -5.56
H -3.91 1.64 -6.62
H -4.68 0.93 -4.22
H -2.74 -0.49 -3.77
H -1.79 0.20 -5.05
H -3.25 -2.16 -7.10
H -3.18 -2.81 -5.47
H -1.78 -1.99 -6.11
H -3.51 2.85 -3.10
H -3.19 1.39 -2.45
C -1.39 -7.25 -2.87
C -2.55 -6.54 -2.21
C -2.87 -5.14 -2.97
O -1.89 -4.18 -2.70
C -2.11 -3.35 -1.58
N -3.80 -7.29 -2.14
H -0.41 -6.77 -2.83
H -1.63 -7.42 -3.96
H -1.28 -8.26 -2.46
H -2.27 -6.39 -1.15
H -3.79 -4.69 -2.56
H -2.96 -5.22 -4.06
H -1.23 -2.76 -1.34
H -2.32 -3.89 -0.68
H -2.96 -2.68 -1.78
H -3.70 -8.18 -1.67
H -4.20 -7.35 -3.11
C 5.79 1.47 -1.33
C 5.29 2.69 -0.53
C 4.76 2.22 0.87
O 5.62 1.15 1.34
C 5.31 0.87 2.70
N 6.46 3.53 -0.22
H 6.07 1.83 -2.30
H 5.06 0.69 -1.43
H 6.64 1.03 -0.86
H 4.55 3.38 -1.02
H 3.77 1.82 0.67
H 4.73 3.05 1.54
H 4.25 0.49 2.89
H 5.50 1.76 3.35
H 6.06 0.09 3.01
H 7.20 3.01 0.24
H 6.81 3.88 -1.08
C 1.82 2.04 3.90
C 1.36 0.70 4.60
C 2.09 0.58 5.96
O 3.49 0.39 5.62
C 4.35 1.07 6.51
N -0.07 0.55 4.83
H 2.86 2.10 4.19
H 1.25 2.91 4.23
H 1.55 1.94 2.82
H 1.74 -0.05 3.93
H 1.68 -0.20 6.60
H 1.96 1.56 6.47
H 4.19 2.15 6.44
H 5.36 0.84 6.22
H 4.22 0.62 7.47
H -0.21 1.17 5.65
H -0.58 1.06 4.13
```

Output
Multiplicity: 1
HOMO energy in Eh: -0.3325
Total charge: 0
Kohn-Sham gap in eV: 9.45
Max |F| in eV/Å: 3.80
Energy above the lowest of the compared OMol25 structures with the same formula, charge and spin in kJ/mol: 302.4
E_tot in eV: -89346.16137

***

One molecule with the formula C5H5NO at a distorted geometry. Source: OMol25; level of theory: ωB97M-V/def2-TZVPD.

Structure (XYZ):
```
12
C5H5NO (ωB97M-V/def2-TZVPD)
C -0.88 0.52 0.15
C -1.47 -0.53 -0.55
C 0.20 -0.38 0.73
C 1.56 0.06 0.25
C 2.60 0.20 -0.42
H -2.53 -0.71 -0.41
H -1.35 -0.54 -1.56
H 0.40 -1.67 -0.42
H 0.29 -0.57 1.79
H 3.37 0.57 -1.09
N -0.56 -1.44 0.07
O -1.04 1.73 0.03
```

Output
Multiplicity: 1
SMILES string: C#C[C@@H]1NCC1=O
HOMO energy in Eh: -0.3657
Total charge: 0
Kohn-Sham gap in eV: 10.48
Max |F| in eV/Å: 7.19
Energy above the lowest of the compared OMol25 structures with the same formula, charge and spin in kJ/mol: 471.2
E_tot in eV: -8798.53504